1.
A molecular structure, C7H16O2, computed with ωB97M-V/def2-TZVPD.

Structure (XYZ):
```
25
Properties=species:S:1:pos:R:3
C 0.687 -2.331 0.158
C -0.652 -1.386 0.257
C -0.527 -0.606 -1.025
C -1.480 0.326 -1.360
C -1.091 1.111 -2.633
C 1.501 0.686 2.116
C 0.885 2.002 1.560
H 0.799 -2.596 -0.863
H 1.692 -2.087 0.392
H 0.700 -3.215 0.940
H -0.587 -0.836 1.309
H -1.737 -1.716 -0.003
H 0.615 -0.074 -1.146
H -0.525 -1.400 -1.840
H -1.389 1.462 -0.686
H -2.506 -0.043 -1.527
H -0.916 0.164 -3.405
H -1.910 1.819 -2.657
H -0.136 1.645 -2.509
H 1.274 -0.414 3.576
H 1.203 2.096 0.443
H -0.484 2.192 1.802
H 1.412 2.957 2.261
O 2.557 0.121 1.890
O 0.614 0.123 2.950
```

Values from the calculation:
- E_tot: -426.59012 Eh
- HOMO energy: -9.90 eV
- Strongest force on any atom: 0.1580 hartree/bohr
- Kohn-Sham gap: 10.50 eV
- ΔE to the lowest compared entry with this formula, charge and spin: 592.7 kJ/mol

Mulliken charges in e: number 1, C, carries -1.25; number 2, C, carries -0.17; number 3, C, carries -0.80; number 4, C, carries 0.04; number 5, C, carries -1.15; number 6, C, carries 0.73; number 7, C, carries -0.79; number 8, H, carries 0.43; number 9, H, carries 0.35; number 10, H, carries 0.29; number 11, H, carries 0.16; number 12, H, carries 0.30; number 13, H, carries 0.14; number 14, H, carries 0.35; number 15, H, carries 0.08; number 16, H, carries 0.29; number 17, H, carries 0.26; number 18, H, carries 0.41; number 19, H, carries 0.28; number 20, H, carries 0.37; number 21, H, carries 0.21; number 22, H, carries 0.21; number 23, H, carries 0.33; number 24, O, carries -0.59; number 25, O, carries -0.48

---

2.
3 unconnected molecules or ions with the total composition C7H16O2, computed with ωB97M-V/def2-TZVPD.

Structure (XYZ):
```
25
Properties=species:S:1:pos:R:3
C -1.205 -0.379 0.060
C 0.903 -0.480 0.457
C 1.034 0.600 -0.429
C -1.811 0.579 1.063
C -1.637 -0.147 -1.368
C 1.333 -1.867 0.074
C 0.777 2.033 -0.092
O -1.560 -1.699 0.377
O 2.909 0.502 0.190
H -1.452 -1.840 1.327
H 3.388 -0.125 -0.370
H 0.909 -0.255 1.520
H 1.101 0.361 -1.486
H -1.417 0.410 2.069
H -1.651 1.622 0.799
H -2.897 0.423 1.112
H -1.428 0.869 -1.701
H -1.150 -0.856 -2.040
H -2.721 -0.301 -1.458
H 2.227 -2.134 0.640
H 1.569 -1.934 -0.990
H 0.560 -2.607 0.291
H 0.693 2.188 0.984
H 1.637 2.614 -0.429
H -0.109 2.423 -0.600
```

Values from the calculation:
- E_tot: -426.64919 Eh
- HOMO energy: -7.50 eV
- Strongest force on any atom: 0.0819 hartree/bohr
- Kohn-Sham gap: 8.19 eV
- ΔE to the lowest compared entry with this formula, charge and spin: 437.6 kJ/mol

Mulliken charges in e: number 1, C, carries 1.10; number 2, C, carries 0.59; number 3, C, carries 0.17; number 4, C, carries -1.56; number 5, C, carries -1.59; number 6, C, carries -1.48; number 7, C, carries -1.54; number 8, O, carries -0.60; number 9, O, carries -0.76; number 10, H, carries 0.37; number 11, H, carries 0.23; number 12, H, carries 0.34; number 13, H, carries 0.34; number 14, H, carries 0.36; number 15, H, carries 0.30; number 16, H, carries 0.45; number 17, H, carries 0.33; number 18, H, carries 0.35; number 19, H, carries 0.43; number 20, H, carries 0.37; number 21, H, carries 0.30; number 22, H, carries 0.40; number 23, H, carries 0.32; number 24, H, carries 0.40; number 25, H, carries 0.37

---

3.
A molecular structure, C7H16O3, computed with ωB97M-V/def2-TZVPD.

Structure (XYZ):
```
26
Properties=species:S:1:pos:R:3
C -1.769 0.052 -1.700
C -2.601 -0.276 -2.888
O -2.313 -1.091 -3.773
C -3.789 0.607 -3.038
H -0.791 -0.342 -1.976
H -2.201 -0.494 -0.861
H -1.746 1.131 -1.550
H -4.753 0.138 -2.843
H -3.870 1.063 -4.024
H -3.726 1.431 -2.328
C 2.395 0.113 3.757
C 2.068 -0.287 2.337
O 1.586 0.480 1.507
C 2.507 -1.706 1.898
H 1.864 1.036 3.991
H 3.421 0.409 3.975
H 1.883 -0.599 4.405
H 3.566 -1.892 1.714
H 2.017 -1.817 0.931
H 2.092 -2.456 2.572
C 0.676 0.923 -0.643
O 0.242 -0.063 0.199
H 1.759 0.971 -0.535
H 0.598 0.622 -1.688
H 0.319 1.947 -0.529
H 0.566 0.098 1.088
```

Values from the calculation:
- E_tot: -501.87919 Eh
- HOMO energy: -8.85 eV
- Strongest force on any atom: 0.1932 hartree/bohr
- Kohn-Sham gap: 9.22 eV
- ΔE to the lowest compared entry with this formula, charge and spin: 430.1 kJ/mol

Mulliken charges in e: number 1, C, carries -0.86; number 2, C, carries 0.73; number 3, O, carries -0.60; number 4, C, carries -1.02; number 5, H, carries 0.22; number 6, H, carries 0.26; number 7, H, carries 0.39; number 8, H, carries 0.29; number 9, H, carries 0.28; number 10, H, carries 0.30; number 11, C, carries -1.18; number 12, C, carries 0.73; number 13, O, carries -0.49; number 14, C, carries -0.96; number 15, H, carries 0.35; number 16, H, carries 0.32; number 17, H, carries 0.33; number 18, H, carries 0.33; number 19, H, carries 0.28; number 20, H, carries 0.32; number 21, C, carries -0.82; number 22, O, carries -0.57; number 23, H, carries 0.30; number 24, H, carries 0.44; number 25, H, carries 0.22; number 26, H, carries 0.42

---

4.
2 unconnected molecules or ions with the total composition C7H16S, computed with ωB97M-V/def2-TZVPD.

Structure (XYZ):
```
24
Properties=species:S:1:pos:R:3
C 2.622 -0.755 -0.175
C 2.095 0.474 0.516
C 2.213 1.719 0.009
C 1.423 2.892 0.528
H 3.279 -0.496 -1.053
H 3.233 -1.274 0.574
H 1.844 -1.493 -0.483
H 1.484 0.308 1.407
H 2.770 1.840 -0.893
H 0.711 2.586 1.275
H 2.068 3.695 0.951
H 0.831 3.334 -0.304
C -2.327 -2.128 1.013
C -1.459 -1.291 0.076
C -2.331 -0.437 -0.867
S -1.233 0.562 -1.878
H -1.710 -2.782 1.665
H -2.992 -2.786 0.434
H -2.917 -1.485 1.682
H -0.692 -0.611 0.645
H -0.826 -1.940 -0.510
H -3.090 0.150 -0.329
H -2.836 -1.143 -1.552
H -2.162 1.060 -2.732
```

Values from the calculation:
- E_tot: -674.45533 Eh
- HOMO energy: -8.86 eV
- Strongest force on any atom: 0.0406 hartree/bohr
- Kohn-Sham gap: 9.69 eV
- ΔE to the lowest compared entry with this formula, charge and spin: 87.1 kJ/mol

Mulliken charges in e: number 1, C, carries -1.01; number 2, C, carries -0.12; number 3, C, carries -0.08; number 4, C, carries -1.10; number 5, H, carries 0.29; number 6, H, carries 0.33; number 7, H, carries 0.18; number 8, H, carries 0.32; number 9, H, carries 0.31; number 10, H, carries 0.30; number 11, H, carries 0.32; number 12, H, carries 0.26; number 13, C, carries -1.31; number 14, C, carries 0.00; number 15, C, carries -0.58; number 16, S, carries -0.21; number 17, H, carries 0.35; number 18, H, carries 0.33; number 19, H, carries 0.33; number 20, H, carries 0.03; number 21, H, carries 0.29; number 22, H, carries 0.35; number 23, H, carries 0.33; number 24, H, carries 0.09

---

5.
A molecular structure, C7H17AlClI2N2OPS, computed with ωB97M-V/def2-TZVPD.

Structure (XYZ):
```
33
Properties=species:S:1:pos:R:3
I -5.770 -1.362 0.694
I -5.529 1.144 1.713
Al 0.479 0.028 0.107
P -0.318 0.874 -2.022
C -2.026 1.134 -2.568
C 0.437 2.510 -2.294
H 1.427 -0.348 -3.205
H 0.255 0.435 -4.323
H -0.197 -1.071 -3.464
C 0.366 -0.130 -3.384
H 1.503 2.485 -2.030
H 0.321 2.774 -3.356
H -2.011 1.561 -3.582
H -2.534 1.826 -1.885
H -0.081 3.257 -1.676
H -2.563 0.177 -2.581
C -1.627 -0.145 0.129
O -2.741 -0.142 0.418
Cl 2.560 -0.008 -0.382
C 1.809 -3.300 4.497
N 0.963 -2.262 3.891
C 1.370 -1.241 3.132
S 0.103 -0.325 2.296
N 2.670 -0.898 3.079
C 3.520 -0.793 4.270
H 2.862 -3.152 4.240
H 1.477 -4.280 4.130
H 1.699 -3.291 5.593
H -0.036 -2.457 3.820
H 2.907 -0.288 2.295
H 4.419 -1.403 4.139
H 3.827 0.249 4.404
H 2.994 -1.127 5.168
```

Values from the calculation:
- E_tot: -2498.76185 Eh
- HOMO energy: -13.82 eV
- Strongest force on any atom: 0.1163 hartree/bohr
- Kohn-Sham gap: 5.33 eV
- ΔE to the lowest compared entry with this formula, charge and spin: 40.2 kJ/mol
- Total charge: +2

Mulliken charges in e: number 1, I, carries -0.01; number 2, I, carries -0.01; number 3, Al, carries 0.36; number 4, P, carries 0.73; number 5, C, carries -1.24; number 6, C, carries -1.21; number 7, H, carries 0.39; number 8, H, carries 0.42; number 9, H, carries 0.39; number 10, C, carries -1.20; number 11, H, carries 0.40; number 12, H, carries 0.43; number 13, H, carries 0.41; number 14, H, carries 0.41; number 15, H, carries 0.41; number 16, H, carries 0.43; number 17, C, carries 0.38; number 18, O, carries -0.02; number 19, Cl, carries -0.23; number 20, C, carries -0.94; number 21, N, carries -0.17; number 22, C, carries 0.74; number 23, S, carries -0.30; number 24, N, carries -0.10; number 25, C, carries -1.05; number 26, H, carries 0.40; number 27, H, carries 0.33; number 28, H, carries 0.34; number 29, H, carries 0.26; number 30, H, carries 0.11; number 31, H, carries 0.36; number 32, H, carries 0.32; number 33, H, carries 0.43

---

6.
A molecular structure, C7H17ClI2N2OPSTm, computed with ωB97M-V/def2-TZVPD.

Structure (XYZ):
```
33
Properties=species:S:1:pos:R:3
I -3.023 -1.436 -1.912
I -3.038 1.151 -1.806
Tm 0.267 0.012 -0.560
P 0.570 0.065 -3.464
C -0.703 0.173 -4.776
C 1.640 1.460 -3.942
H 2.445 -1.459 -3.423
H 1.861 -1.157 -5.107
H 0.951 -2.255 -3.994
C 1.561 -1.347 -4.062
H 2.524 1.470 -3.282
H 1.956 1.336 -4.991
H -0.194 0.257 -5.754
H -1.323 1.045 -4.588
H 1.087 2.402 -3.810
H -1.334 -0.715 -4.732
C -4.466 -1.089 0.598
O -5.037 -0.753 1.516
Cl 2.594 -0.433 -0.322
C 1.742 -0.324 4.353
N 0.773 -0.749 3.339
C -0.346 -0.075 3.039
S -1.268 -0.492 1.578
N -0.819 0.879 3.869
C -0.952 0.721 5.334
H 1.667 0.737 4.546
H 2.745 -0.552 3.982
H 1.639 -0.909 5.264
H 1.068 -1.435 2.639
H -1.573 1.420 3.440
H -0.898 1.703 5.817
H -1.943 0.279 5.509
H -0.173 0.071 5.703
```

Values from the calculation:
- E_tot: -3341.53057 Eh
- HOMO energy (spin up / spin down): -15.28 / -15.28 eV
- Strongest force on any atom: 0.0523 hartree/bohr
- Kohn-Sham gap (spin up / spin down): 7.61 / 7.63 eV
- Total charge: +2
- Spin multiplicity: 3

Mulliken charges in e: number 1, I, carries 0.08; number 2, I, carries 0.04; number 3, Tm, carries 0.93; number 4, P, carries 0.81; number 5, C, carries -1.07; number 6, C, carries -1.15; number 7, H, carries 0.37; number 8, H, carries 0.37; number 9, H, carries 0.35; number 10, C, carries -1.09; number 11, H, carries 0.38; number 12, H, carries 0.37; number 13, H, carries 0.37; number 14, H, carries 0.34; number 15, H, carries 0.36; number 16, H, carries 0.36; number 17, C, carries 0.07; number 18, O, carries -0.11; number 19, Cl, carries -0.40; number 20, C, carries -1.10; number 21, N, carries -0.04; number 22, C, carries 0.53; number 23, S, carries -0.35; number 24, N, carries -0.25; number 25, C, carries -0.80; number 26, H, carries 0.44; number 27, H, carries 0.34; number 28, H, carries 0.36; number 29, H, carries 0.27; number 30, H, carries 0.26; number 31, H, carries 0.29; number 32, H, carries 0.33; number 33, H, carries 0.33